Entry 1:
DFT (ωB97M-V/def2-TZVPD) results for a 2-piece molecular cluster, C6H7N overall.

Energy above the lowest of the compared OMol25 structures with the same formula, charge and spin ... 132.07 kcal/mol
SMILES string ... N=C=C1C=C1.C=C
HOMO energy ... -7.53 eV
LUMO energy ... 1.1 eV
HOMO-LUMO gap ... 0.3156 Ha

Last columns: bonded neighbours and bond lengths (Å).
Cartesian coordinates (Å):
1 C 1.895 -0.671 0.192  C3 1.484, C4 1.300, H10 1.062
2 C 0.367 1.406 -0.493  C3 1.276, N7 1.228
3 C 1.341 0.595 -0.350  C1 1.484, C2 1.276, C4 1.483
4 C 2.419 -0.248 -0.920  C1 1.300, C3 1.483, H11 1.061
5 C -1.588 -0.985 -0.109  C6 1.315, H9 1.082, H12 1.077
6 C -1.734 -0.601 1.141  C5 1.315, H13 1.076, H14 1.079
7 N -0.535 2.234 -0.594  C2 1.228, H8 1.017
8 H -0.408 3.155 -0.180  N7 1.017
9 H -1.078 -1.899 -0.381  C5 1.082
10 H 1.801 -1.370 0.986  C1 1.062
11 H 3.096 -0.337 -1.732  C4 1.061
12 H -1.980 -0.402 -0.925  C5 1.077
13 H -2.251 0.305 1.402  C6 1.076
14 H -1.346 -1.181 1.965  C6 1.079

Löwdin population analysis, charges in e, atoms 1 to 2: atom 1 (C): 0.03, atom 2 (C): -0.22

Entry 2:
DFT (ωB97M-V/def2-TZVPD) results for a 7-piece molecular cluster, C52H42BINO32P overall.

SMILES string ... CB(O)C1=C(P(=O)(O)O)C(=O)c2c(C[C@@H](C)I)c(CC(=O)O)cc(N)c2C1=O.O=C1C=C(O)C(=O)C=C1O.O=C1C=C(O)C(=O)C=C1O.O=C1C=C(O)C(=O)C=C1O.O=C1C=C(O)C(=O)C=C1O.O=C1C=C(O)C(=O)C=C1O.O=C1C=C(O)C(=O)C=C1O
HOMO energy ... -8.97 eV
LUMO energy ... -2.1 eV
HOMO-LUMO gap ... 0.2531 Ha

Last columns: bonded neighbours and bond lengths (Å).
Cartesian coordinates (Å):
1 C -4.191 5.570 -4.613  B2 1.603, H29 1.125, H30 1.127, H31 1.130
2 B -4.028 4.926 -3.154  C1 1.603, O3 1.407, C4 1.638
3 O -4.977 5.087 -2.128  B2 1.407, H32 0.976
4 C -2.707 4.038 -2.766  B2 1.638, C5 1.376, C27 1.567
5 C -2.569 2.705 -3.077  C4 1.376, P6 1.851, C10 1.570
6 P -3.966 1.908 -3.996  C5 1.851, O7 1.495, O8 1.675, O9 1.669
7 O -4.202 2.528 -5.335  P6 1.495
8 O -3.721 0.277 -4.288  P6 1.675, H33 0.979
9 O -5.380 1.947 -3.110  P6 1.669, H34 0.980
10 C -1.277 1.945 -2.612  C5 1.570, O11 1.212, C12 1.556
11 O -1.280 0.744 -2.779  C10 1.212
12 C -0.100 2.710 -1.942  C10 1.556, C13 1.460, C26 1.496
13 C 1.173 2.077 -1.609  C12 1.460, C14 1.568, C18 1.484
14 C 1.480 0.576 -1.940  C13 1.568, C15 1.592, H35 1.124, H36 1.129
15 C 1.183 -0.431 -0.743  C14 1.592, C16 1.577, I17 2.188, H37 1.127
16 C 0.736 0.282 0.591  C15 1.577, H38 1.118, H39 1.129, H40 1.120
17 I -0.214 -2.026 -1.280  C15 2.188
18 C 2.264 2.820 -0.931  C13 1.484, C19 1.565, C23 1.473
19 C 3.624 2.167 -0.517  C18 1.565, C20 1.564, H41 1.126, H42 1.126
20 C 4.634 1.954 -1.691  C19 1.564, O21 1.201, O22 1.393
21 O 5.706 1.490 -1.413  C20 1.201
22 O 4.340 2.270 -3.016  C20 1.393, H43 0.979
23 C 2.115 4.248 -0.604  C18 1.473, C24 1.482, H44 1.120
24 C 0.839 4.902 -0.980  C23 1.482, N25 1.451, C26 1.467
25 N 0.741 6.319 -0.685  C24 1.451, H45 1.027, H46 1.028
26 C -0.257 4.161 -1.614  C12 1.496, C24 1.467, C27 1.537
27 C -1.589 4.824 -1.999  C4 1.567, C26 1.537, O28 1.216
28 O -1.808 5.987 -1.721  C27 1.216
29 H -3.345 5.261 -5.289  C1 1.125
30 H -5.185 5.255 -5.040  C1 1.127
31 H -4.187 6.699 -4.590  C1 1.130
32 H -4.560 4.740 -1.316  O3 0.976
33 H -2.979 0.251 -4.926  O8 0.979
34 H -5.619 1.032 -2.852  O9 0.980
35 H 0.997 0.262 -2.906  C14 1.124
36 H 2.588 0.497 -2.144  C14 1.129
37 H 2.143 -0.967 -0.495  C15 1.127
38 H -0.202 0.877 0.456  C16 1.118
39 H 1.555 0.906 1.053  C16 1.129
40 H 0.532 -0.519 1.347  C16 1.120
41 H 3.383 1.175 -0.042  C19 1.126
42 H 4.079 2.786 0.306  C19 1.126
43 H 4.232 3.243 -3.024  O22 0.979
44 H 2.929 4.829 -0.099  C23 1.120
45 H 1.684 6.648 -0.444  N25 1.027
46 H 0.182 6.377 0.176  N25 1.028
47 C -8.259 9.557 -4.679  C48 1.337, C53 1.462, H57 1.081
48 C -7.672 8.504 -5.258  C47 1.337, C49 1.495, O56 1.345
49 C -6.418 8.651 -6.058  C48 1.495, O50 1.216, C51 1.463
50 O -5.907 7.664 -6.552  C49 1.216
51 C -5.858 9.993 -6.217  C49 1.463, C52 1.336, H58 1.081
52 C -6.447 11.045 -5.641  C51 1.336, C53 1.494, O55 1.347
53 C -7.685 10.894 -4.818  C47 1.462, C52 1.494, O54 1.218
54 O -8.178 11.878 -4.296  C53 1.218
55 O -5.952 12.291 -5.774  C52 1.347, H59 0.977
56 O -8.181 7.264 -5.146  C48 1.345, H60 0.977
57 H -9.164 9.463 -4.096  C47 1.081
58 H -4.961 10.089 -6.813  C51 1.081
59 H -6.555 12.867 -5.266  O55 0.977
60 H -7.576 6.686 -5.649  O56 0.977
61 C 3.623 -0.958 6.027  C62 1.335, C67 1.462, H71 1.080
62 C 3.127 -1.245 4.821  C61 1.335, C63 1.494, O70 1.348
63 C 1.929 -0.534 4.281  C62 1.494, O64 1.219, C65 1.462
64 O 1.519 -0.813 3.167  C63 1.219
65 C 1.290 0.474 5.125  C63 1.462, C66 1.337, H72 1.082
66 C 1.785 0.759 6.334  C65 1.337, C67 1.495, O69 1.346
67 C 3.000 0.067 6.862  C61 1.462, C66 1.495, O68 1.217
68 O 3.428 0.370 7.960  C67 1.217
69 O 1.213 1.680 7.130  C66 1.346, H73 0.977
70 O 3.685 -2.188 4.035  C62 1.348, H74 0.976
71 H 4.490 -1.463 6.426  C61 1.080
72 H 0.413 0.968 4.730  C65 1.082
73 H 1.758 1.699 7.940  O69 0.977
74 H 3.145 -2.204 3.222  O70 0.976
75 C 6.937 -3.185 5.841  C76 1.337, C81 1.462, H85 1.081
76 C 7.701 -4.272 5.988  C75 1.337, C77 1.495, O84 1.345
77 C 9.184 -4.169 6.146  C76 1.495, O78 1.217, C79 1.462
78 O 9.839 -5.184 6.295  C77 1.217
79 C 9.788 -2.838 6.109  C77 1.462, C80 1.336, H86 1.081
80 C 9.024 -1.752 5.959  C79 1.336, C81 1.494, O83 1.346
81 C 7.539 -1.853 5.828  C75 1.462, C80 1.494, O82 1.219
82 O 6.880 -0.834 5.712  C81 1.219
83 O 9.557 -0.516 5.919  C80 1.346, H87 0.976
84 O 7.172 -5.509 6.000  C76 1.345, H88 0.977
85 H 5.863 -3.247 5.728  C75 1.081
86 H 10.863 -2.778 6.206  C79 1.081
87 H 8.801 0.091 5.806  O83 0.976
88 H 7.928 -6.116 6.120  O84 0.977
89 C -0.399 -7.780 -0.071  C90 1.336, C95 1.463, H99 1.081
90 C -0.160 -8.474 -1.188  C89 1.336, C91 1.495, O98 1.347
91 C -0.557 -7.953 -2.531  C90 1.495, O92 1.217, C93 1.462
92 O -0.304 -8.608 -3.524  C91 1.217
93 C -1.246 -6.664 -2.591  C91 1.462, C94 1.336, H100 1.081
94 C -1.488 -5.972 -1.473  C93 1.336, C95 1.494, O97 1.347
95 C -1.066 -6.481 -0.133  C89 1.463, C94 1.494, O96 1.217
96 O -1.290 -5.810 0.857  C95 1.217
97 O -2.122 -4.784 -1.503  C94 1.347, H101 0.978
98 O 0.451 -9.674 -1.156  C90 1.347, H102 0.979
99 H -0.114 -8.146 0.906  C89 1.081
100 H -1.544 -6.305 -3.566  C93 1.081
101 H -2.171 -4.491 -0.572  O97 0.978
102 H 0.507 -9.966 -2.088  O98 0.979
103 C 0.509 -15.687 -2.960  C104 1.337, C109 1.463, H113 1.081
104 C -0.210 -15.629 -1.833  C103 1.337, C105 1.495, O112 1.346
105 C -0.405 -14.343 -1.097  C104 1.495, O106 1.217, C107 1.462
106 O -1.081 -14.331 -0.086  C105 1.217
107 C 0.239 -13.144 -1.631  C105 1.462, C108 1.335, H114 1.082
108 C 0.960 -13.202 -2.753  C107 1.335, C109 1.494, O111 1.351
109 C 1.133 -14.481 -3.504  C103 1.463, C108 1.494, O110 1.217
110 O 1.783 -14.486 -4.533  C109 1.217
111 O 1.566 -12.106 -3.261  C108 1.351, H115 0.977
112 O -0.791 -16.725 -1.311  C104 1.346, H116 0.977
113 H 0.656 -16.610 -3.503  C103 1.081
114 H 0.107 -12.222 -1.080  C107 1.082
115 H 2.019 -12.410 -4.071  O111 0.977
116 H -1.249 -16.419 -0.505  O112 0.977
117 C -2.224 5.130 2.951  C118 1.337, C123 1.459, H127 1.082
118 C -2.946 4.955 4.063  C117 1.337, C119 1.495, O126 1.344
119 C -2.997 6.000 5.132  C118 1.495, O120 1.216, C121 1.463
120 O -3.681 5.808 6.119  C119 1.216
121 C -2.210 7.217 4.941  C119 1.463, C122 1.336, H128 1.081
122 C -1.487 7.389 3.830  C121 1.336, C123 1.494, O125 1.347
123 C -1.458 6.356 2.751  C117 1.459, C122 1.494, O124 1.220
124 O -0.800 6.561 1.745  C123 1.220
125 O -0.753 8.501 3.633  C122 1.347, H129 0.976
126 O -3.657 3.835 4.271  C118 1.344, H130 0.977
127 H -2.180 4.384 2.169  C117 1.082
128 H -2.242 7.958 5.728  C121 1.081
129 H -0.330 8.384 2.761  O125 0.976
130 H -4.086 3.955 5.141  O126 0.977

Löwdin population analysis, charges in e, atoms 1 to 2: atom 1 (C): -0.02, atom 2 (B): -0.44